No. 1
Entry from OMol25: 2 unconnected molecules or ions with the total composition C16H17NO in a non-equilibrium geometry (ωB97M-V with the def2-TZVPD basis set).

Structure (XYZ):
```
35
Properties=species:S:1:pos:R:3:forces:R:3
C -1.0120 0.7867 -1.5144 1.29 0.72 -2.10
C -1.4290 -0.4631 -0.8486 -2.24 0.82 0.73
C -2.5430 -0.6221 -0.0604 0.13 -1.75 0.42
N -2.8481 -2.0115 0.0985 0.51 0.78 -0.72
C -1.9472 -2.6919 -0.6772 1.77 -1.10 -1.06
C -1.6578 -4.0397 -1.0157 -0.75 -0.02 0.87
C -0.4496 -4.4477 -1.5526 -1.53 0.43 0.07
C 0.4184 -3.5001 -2.1132 0.72 -0.94 0.72
C 0.0537 -2.1816 -2.0430 -0.52 1.19 0.18
C -1.0291 -1.7749 -1.2264 0.18 -0.50 -0.63
H -1.0265 1.7794 -1.0579 -0.74 -0.42 0.60
H -1.5166 0.8728 -2.5378 0.44 -0.08 1.35
H 0.0560 0.7191 -1.7631 -0.06 -0.17 -0.08
H -3.1341 -0.0301 0.6090 -0.01 0.92 -0.35
H -3.8022 -2.3092 0.2075 0.03 -0.09 0.28
H -2.3273 -4.8647 -0.8638 -0.59 0.01 0.65
H -0.4323 -5.5384 -1.5591 1.03 0.34 -0.49
H 1.4125 -3.8503 -2.3847 -0.28 0.36 -0.77
H 0.4745 -1.3669 -2.6371 0.69 -0.44 0.39
C 0.5081 4.3306 3.2096 0.56 1.63 0.87
C 0.9666 3.3794 2.1491 -0.08 -1.40 0.96
C 1.0620 2.0149 2.5529 0.80 0.91 -1.69
C 1.7217 1.1245 1.6888 -0.41 0.45 1.48
C 2.0664 1.5467 0.4186 -0.79 -0.61 -0.82
O 2.3841 0.6197 -0.5619 0.49 0.63 0.08
C 1.9559 2.8909 -0.0042 0.71 -3.04 0.03
C 1.5053 3.7778 0.9248 0.10 1.35 1.09
H 1.3566 4.7520 3.7793 0.12 -0.40 -0.23
H -0.0724 3.8429 3.9640 -0.44 -0.60 0.36
H -0.0406 5.2667 3.0171 -0.05 -0.56 -0.97
H 0.7392 1.6488 3.5215 -0.02 0.32 -0.03
H 2.0067 0.1731 2.1464 -0.27 -0.11 -0.80
H 2.4089 -0.2757 -0.2120 -0.10 0.05 0.21
H 2.3204 2.9432 -1.0256 -0.09 1.17 0.12
H 1.7457 4.8352 0.8873 -0.59 0.17 -0.72
```
Forces are in eV/Å.

Summary:
Calculated total energy, Ha: -749.82434
Charge: 0
E_LUMO, Eh: 0.0311
E_HOMO, eV: -7.850
Relative energy (zero: lowest compared OMol25 entry of this formula, charge and spin), eV: 2.0669

Here are the Löwdin charges for atoms 1 to 6, given in e: C -0.056; C -0.239; C -0.023; N 0.069; C -0.208; C -0.037

=====

No. 2
Entry from OMol25: 2 unconnected molecules or ions with the total composition C16H17NO in a non-equilibrium geometry (ωB97M-V with the def2-TZVPD basis set).

Structure (XYZ):
```
35
Properties=species:S:1:pos:R:3:forces:R:3
C -2.5672 3.2202 0.0683 -1.43 0.98 1.10
C -2.2785 1.8313 0.4514 2.94 -1.50 1.04
C -1.0637 1.3858 1.0164 -2.62 -0.43 -0.88
N -1.1239 0.0470 1.3777 -0.45 0.25 -1.33
C -2.3421 -0.4202 0.8957 -0.05 0.21 0.94
C -2.9014 -1.6460 1.2016 -1.48 -0.58 0.82
C -4.2780 -1.8122 1.1000 -1.25 1.34 -3.63
C -5.0343 -0.7379 0.4382 1.52 0.42 1.43
C -4.4683 0.5119 0.2178 -0.97 0.75 -0.96
C -3.0909 0.6601 0.3806 0.09 0.06 0.91
H -1.7632 3.9021 0.4078 -0.63 -0.28 0.02
H -3.5953 3.5154 0.5106 1.69 -0.09 -0.55
H -2.6562 3.3543 -0.9900 -0.10 -0.02 -0.78
H -0.1792 1.9081 1.1238 1.55 1.09 0.39
H -0.3429 -0.5769 1.5640 -0.29 0.55 -0.12
H -2.3437 -2.3924 1.7230 0.56 -0.47 0.04
H -4.8498 -2.7492 0.9968 0.84 0.13 1.06
H -6.0746 -0.8053 0.2349 -0.76 -0.53 0.05
H -5.0694 1.4482 -0.1011 0.84 -1.90 0.42
C 3.1969 -2.3869 -2.4288 -2.70 -1.91 -0.14
C 3.4293 -1.3178 -1.4373 -1.14 -1.77 0.57
C 4.4777 -0.4326 -1.6466 -0.98 -0.02 -0.52
C 4.6821 0.4912 -0.6877 0.22 2.04 -0.59
C 3.8041 0.5907 0.3814 2.49 0.92 -0.60
O 4.0214 1.7005 1.0710 -0.73 1.63 2.07
C 2.8927 -0.3194 0.7098 -2.39 -1.79 -1.13
C 2.6440 -1.3180 -0.2653 1.61 0.49 1.20
H 3.7294 -2.2937 -3.3258 1.61 -0.01 -0.95
H 2.1671 -2.4242 -2.8864 0.42 0.46 0.89
H 3.2566 -3.4173 -1.9946 0.49 0.78 -0.38
H 4.9362 -0.3377 -2.6284 0.24 -0.40 0.30
H 5.2629 1.4107 -0.9007 0.03 -0.89 0.39
H 3.3238 1.7132 1.7444 0.43 0.51 0.09
H 2.1572 -0.1783 1.5054 0.55 -0.07 0.18
H 2.0412 -2.1250 0.1723 -0.17 0.04 -1.37
```
Forces are in eV/Å.

Summary:
Calculated total energy, Ha: -749.81951
Charge: 0
E_LUMO, Eh: 0.0208
E_HOMO, eV: -7.784
Relative energy (zero: lowest compared OMol25 entry of this formula, charge and spin), eV: 2.1983

Here are the Löwdin charges for atoms 1 to 6, given in e: C -0.066; C -0.232; C -0.040; N 0.079; C -0.222; C -0.048

=====

No. 3
Entry from OMol25: 2 unconnected molecules or ions with the total composition C16H17NO in a non-equilibrium geometry (ωB97M-V with the def2-TZVPD basis set).

Structure (XYZ):
```
35
Properties=species:S:1:pos:R:3:forces:R:3
C -1.0363 0.6595 -1.5965 2.53 0.75 -0.08
C -1.6030 -0.6586 -1.2415 -0.89 1.32 1.44
C -2.7148 -0.8719 -0.4470 0.63 -0.76 -0.77
N -2.8151 -2.2300 -0.2314 -1.53 -0.03 0.96
C -1.8192 -2.9105 -0.8161 1.89 1.36 -1.44
C -1.4835 -4.2511 -0.8881 -1.77 -1.64 0.09
C -0.4482 -4.6568 -1.6761 0.04 2.11 -0.73
C 0.4128 -3.6453 -2.2524 0.08 -2.31 1.21
C 0.2490 -2.3034 -2.0077 -0.64 -0.28 -0.82
C -0.9972 -1.9115 -1.4799 -0.09 -1.26 1.32
H -1.0835 1.5315 -0.9575 -1.06 -0.19 0.92
H -1.2927 1.0586 -2.5463 -0.57 -0.02 -1.17
H 0.0812 0.6309 -1.6174 -0.75 -0.56 -0.34
H -3.4709 -0.2428 0.0006 0.26 0.23 -0.25
H -3.6484 -2.6552 0.1413 0.16 -0.03 0.09
H -2.1572 -5.0587 -0.5271 0.38 0.84 0.12
H -0.4413 -5.6942 -1.9539 0.73 -0.25 0.03
H 1.2653 -4.1466 -2.6843 0.51 0.82 -0.49
H 0.9801 -1.5673 -2.3228 -0.10 -0.03 -0.20
C 0.7028 4.2181 3.1679 0.14 -1.36 1.83
C 1.1687 3.0861 2.2729 -1.21 2.05 -2.15
C 1.2600 1.7502 2.5975 0.55 -1.00 0.56
C 1.5075 0.7557 1.6496 0.80 1.48 -1.25
C 1.8203 1.2308 0.3783 -0.09 0.10 -1.31
O 2.0715 0.4502 -0.7241 0.48 -0.79 0.03
C 1.8482 2.5813 -0.0269 -1.69 0.29 2.52
C 1.3294 3.5181 0.9258 2.32 -2.11 -0.78
H 1.5366 4.8548 3.4679 0.19 -0.31 0.45
H 0.2584 3.6494 4.0287 0.31 1.30 -0.20
H -0.0068 4.9587 2.7914 -0.26 -0.72 -0.49
H 1.3121 1.3572 3.6081 -0.65 0.60 0.30
H 1.6227 -0.2929 1.8683 -0.19 -0.10 0.24
H 2.1239 -0.4957 -0.5486 -0.08 0.05 0.37
H 2.1410 2.7214 -1.0565 -0.13 0.55 0.02
H 1.3269 4.5801 0.7036 -0.30 -0.11 -0.04
```
Forces are in eV/Å.

Summary:
Calculated total energy, Ha: -749.83691
Charge: 0
E_LUMO, Eh: 0.0301
E_HOMO, eV: -7.802
Relative energy (zero: lowest compared OMol25 entry of this formula, charge and spin), eV: 1.7248

Here are the Löwdin charges for atoms 1 to 6, given in e: C -0.048; C -0.222; C -0.028; N 0.055; C -0.217; C -0.056

=====

No. 4
Entry from OMol25: 2 unconnected molecules or ions with the total composition C16H17NO in a non-equilibrium geometry (ωB97M-V with the def2-TZVPD basis set).

Structure (XYZ):
```
35
Properties=species:S:1:pos:R:3:forces:R:3
C -1.1909 -0.4168 -3.5603 0.11 0.05 0.31
C 0.6307 0.4355 -1.9233 -1.27 0.20 0.57
C -0.5695 0.5762 -2.6380 0.33 -0.10 -0.93
C 0.8567 1.6930 -1.2991 1.30 0.11 -1.01
C -0.9517 1.9278 -2.5282 -0.87 -0.08 0.46
C 2.5782 -0.4113 -0.8297 0.06 0.03 -0.61
C 2.8582 0.8575 -0.3322 0.33 -0.44 -0.84
C 1.4452 -0.6700 -1.6069 0.68 0.21 2.29
C 2.0157 1.9464 -0.6309 -0.13 0.05 1.49
N -0.1284 2.6337 -1.7062 0.84 -0.90 -0.62
H 3.2431 -1.2382 -0.6035 -0.20 0.07 0.26
H 3.7607 0.9510 0.2634 -0.24 0.38 0.06
H 1.0958 -1.6669 -1.3869 -0.43 -0.50 -1.54
H 2.2002 2.8800 -0.1166 0.01 0.24 -0.30
H -0.4805 -1.2326 -3.6591 -0.38 -0.39 0.09
H -1.3755 -0.0438 -4.5708 0.06 0.34 0.18
H -1.8996 2.3167 -2.8872 0.42 0.35 -0.32
H 0.3242 3.4561 -2.0987 -0.78 0.65 0.45
H -2.1608 -0.7252 -3.1592 0.18 -0.33 -0.02
C -0.4149 0.5451 4.2188 0.34 -0.66 0.72
C -1.2573 -0.4001 0.6705 -1.00 0.23 0.98
C -0.9626 -1.7427 0.6710 1.42 -0.36 -0.74
C -1.3167 0.2590 1.9041 0.54 -0.39 -0.13
C -0.7188 -0.3039 3.0195 -0.29 -0.15 0.01
C -0.4256 -2.3749 1.7995 -0.88 0.12 -0.61
C -0.2975 -1.6435 2.9532 -0.33 0.47 0.83
O -0.9525 -2.4198 -0.5521 -0.34 0.11 -0.02
H -1.5604 0.1553 -0.1983 -0.38 -0.32 -0.35
H -1.8720 1.1751 2.0113 0.37 0.56 -0.20
H -0.2200 -3.4319 1.6993 0.23 -0.03 0.33
H -1.4343 -3.2555 -0.4816 0.17 0.17 0.10
H 0.5713 0.9573 4.0398 0.10 0.63 -0.06
H -0.2514 -0.0239 5.1383 -0.29 -0.30 -0.15
H -0.0074 -2.0821 3.9036 0.38 -0.20 -0.30
H -1.1321 1.3174 4.4763 -0.08 0.17 -0.39
```
Forces are in eV/Å.

Summary:
Calculated total energy, Ha: -749.57437
Charge: +1
E_LUMO (spin up / spin down), Eh: -0.1434 / -0.2528
E_HOMO (spin up / spin down), eV: -11.272 / -11.264
2S+1: 2
Relative energy (zero: lowest compared OMol25 entry of this formula, charge and spin), eV: 0.9838

Here are the Löwdin charges for atoms 1 to 6, given in e: C 0.008; C -0.120; C -0.156; C -0.186; C 0.043; C -0.033